1.
Molecular formula: C19H42BrN19O11
Method: DFT, ωB97M-V with the def2-TZVPD basis set

Values from the calculation:
HOMO, eV: -8.8803
Kohn-Sham gap, eV: 7.94
Total energy, Eh: -5191.575174
SMILES string: Nc1cccc2c1C(=O)C=C(Br)C2=O.NC(N)=O.NC(N)=O.NC(N)=O.NC(N)=O.NC(N)=O.NC(N)=O.NC(N)=O.NC(N)=O.NC(N)=O
ΔE to the lowest compared entry with this formula, charge and spin, kcal per mole: 0.0

```
! wB97M-V def2-TZVPD RIJCOSX def2/J DEFGRID3
* xyz 0 1
N 1.10 -5.81 -1.02
C 1.06 -4.37 -1.17
C 2.27 -3.58 -1.36
C 2.15 -2.13 -1.51
C 0.84 -1.47 -1.49
C -0.33 -2.29 -1.30
C -0.26 -3.75 -1.11
C -1.60 -4.50 -0.86
O -1.60 -5.51 -0.20
C -2.91 -3.90 -1.42
C -2.95 -2.56 -1.59
Br -4.60 -1.75 -2.25
C -1.74 -1.62 -1.28
O -1.88 -0.45 -1.07
H 1.02 -6.15 -1.99
H 2.04 -6.11 -0.74
H 3.25 -4.09 -1.41
H 3.07 -1.51 -1.64
H 0.79 -0.37 -1.64
H -3.75 -4.59 -1.62
N 3.90 -5.54 -4.57
C 3.24 -6.50 -3.88
N 2.70 -7.49 -4.64
O 3.13 -6.48 -2.66
H 4.00 -5.53 -5.57
H 4.31 -4.79 -4.04
H 2.21 -8.22 -4.16
H 2.78 -7.52 -5.64
N 7.10 -4.59 -5.10
C 7.43 -4.27 -6.39
N 8.66 -3.72 -6.55
O 6.66 -4.47 -7.32
H 7.71 -4.44 -4.32
H 6.20 -5.00 -4.95
H 8.93 -3.47 -7.49
H 9.30 -3.55 -5.80
N -2.02 1.84 0.83
C -1.66 1.65 2.13
N -2.14 2.58 2.99
O -0.95 0.73 2.50
H -2.60 2.59 0.52
H -1.68 1.17 0.16
H -1.89 2.47 3.96
H -2.72 3.35 2.72
N -4.80 6.09 1.91
C -3.45 6.07 1.77
N -2.84 7.26 1.97
O -2.83 5.05 1.49
H -5.32 6.93 2.15
H -5.29 5.23 1.77
H -1.84 7.28 1.88
H -3.33 8.11 2.21
N 0.39 4.64 6.90
C -0.18 4.69 5.66
N 0.19 3.67 4.83
O -0.95 5.57 5.32
H 1.02 3.92 7.20
H 0.14 5.37 7.54
H -0.21 3.67 3.91
H 0.82 2.93 5.09
N -6.72 9.93 0.27
C -6.36 9.73 1.57
N -6.83 10.66 2.44
O -5.66 8.79 1.92
H -7.30 10.69 -0.04
H -6.40 9.26 -0.40
H -6.58 10.55 3.41
H -7.40 11.44 2.17
N 2.98 -1.06 5.15
C 1.93 -0.31 4.72
N 1.59 -0.49 3.42
O 1.33 0.47 5.46
H 3.48 -1.70 4.57
H 3.26 -0.95 6.11
H 0.81 0.05 3.07
H 2.06 -1.12 2.81
N -1.97 5.63 -1.22
C -1.40 6.08 -2.37
N -1.59 7.41 -2.62
O -0.77 5.35 -3.13
H -2.49 6.21 -0.59
H -1.85 4.65 -1.00
H -1.18 7.78 -3.46
H -2.10 8.02 -2.02
N 0.86 -10.49 1.10
C 1.42 -10.03 -0.06
N 1.18 -8.71 -0.32
O 2.07 -10.74 -0.80
H 0.32 -9.92 1.72
H 1.01 -11.46 1.33
H 1.57 -8.34 -1.16
H 0.64 -8.11 0.28
*
```

Atom charges from the Löwdin analysis, given in e for atoms 1 to 6: 0.05 -0.20 -0.01 -0.05 0.00 -0.07



2.
Molecular formula: C19H42CuP2Si
Method: DFT, ωB97M-V with the def2-TZVPD basis set

Values from the calculation:
HOMO (spin up / spin down), eV: -7.1396 / -7.1390
Kohn-Sham gap (spin up / spin down), eV: 7.74 / 6.06
<S²>: 0.7599
Total energy, Eh: -3361.544222
ΔE to the lowest compared entry with this formula, charge and spin, kcal per mole: 5.0

```
! wB97M-V def2-TZVPD RIJCOSX def2/J DEFGRID3
* xyz 0 2
P 0.14 -1.97 -3.35
P 0.19 1.43 -3.15
C -0.22 -0.85 -4.81
C 0.49 0.48 -4.73
H -1.33 -0.72 -4.85
H 0.11 -1.40 -5.71
H 1.59 0.37 -4.80
H 0.13 1.16 -5.52
C -1.47 2.07 -3.65
H -1.86 2.80 -2.91
H -2.17 1.24 -3.70
H -1.34 2.53 -4.66
C 1.32 2.78 -3.70
H 0.92 3.13 -4.67
H 2.31 2.32 -3.81
H 1.37 3.59 -2.94
C -0.97 -3.30 -3.88
H -0.93 -4.12 -3.15
H -0.66 -3.61 -4.88
H -1.99 -2.89 -3.88
C 1.82 -2.48 -3.89
H 2.49 -1.62 -3.88
H 1.75 -2.89 -4.92
H 2.26 -3.21 -3.17
Cu 0.02 -0.24 4.24
C 0.83 1.34 -0.27
C -0.50 1.26 -0.23
C -1.50 0.31 -0.89
C -1.82 -1.11 -0.34
C -0.71 -2.15 -0.22
C 0.63 -2.02 -0.31
C 1.43 -0.99 -1.08
C 1.95 0.33 -0.50
C 0.14 -2.11 3.73
H 1.27 2.33 0.03
H -1.00 2.00 0.44
H -1.31 0.14 -1.96
H -2.47 0.86 -0.84
H -2.35 -1.00 0.62
H -2.55 -1.60 -1.04
H -1.11 -3.12 0.15
H 1.24 -2.83 0.16
H 0.80 -0.57 -1.89
H 2.29 -1.52 -1.54
H 2.60 0.13 0.37
H 2.59 0.81 -1.28
H 1.05 -2.31 4.30
H 0.21 -2.45 2.65
H -0.74 -2.51 4.25
C -2.18 1.36 5.12
Si -0.30 1.43 5.50
C 0.33 2.82 6.51
C -0.03 -0.28 6.48
C 0.88 1.61 4.02
H -2.70 1.43 6.08
H -2.55 0.46 4.59
H -2.43 2.23 4.49
H -0.27 2.87 7.44
H 1.40 2.58 6.65
H 0.19 3.68 5.83
H -0.30 -1.24 5.99
H 1.03 -0.38 6.77
H -0.66 -0.21 7.37
H 0.66 2.30 3.19
H 1.97 1.51 4.04
*
```

Atom charges from the Löwdin analysis, given in e for atoms 1 to 6: 0.87 0.89 -0.42 -0.43 0.08 0.07



3.
Molecular formula: C19H42IrNOP3S
Method: DFT, ωB97M-V with the def2-TZVPD basis set

Values from the calculation:
HOMO (spin up / spin down), eV: -15.8613 / -20.5993
Kohn-Sham gap (spin up / spin down), eV: 4.67 / 5.26
<S²>: 8.8000
Total energy, Eh: -2404.075144
ΔE to the lowest compared entry with this formula, charge and spin, kcal per mole: 25.6

```
! wB97M-V def2-TZVPD RIJCOSX def2/J DEFGRID3
* xyz 4 6
Ir -0.17 0.57 0.93
P 1.74 1.70 1.82
P -1.60 0.80 2.74
P -1.22 2.13 -0.33
H 0.54 -5.11 -7.12
C 0.73 -4.11 -7.51
C 1.99 -3.62 -7.59
H 2.85 -4.22 -7.27
C 3.03 0.55 2.43
C 1.42 2.83 3.22
C 2.66 2.64 0.56
C -3.15 -0.14 2.51
C -1.03 0.14 4.35
C -2.12 2.51 3.19
C -0.73 2.28 -2.10
C -1.08 3.89 0.21
C -3.04 1.83 -0.49
H -0.13 -3.53 -7.86
H 2.19 -2.63 -8.02
H 3.12 -0.30 1.75
H 2.80 0.18 3.44
H 4.00 1.08 2.47
H 0.90 2.30 4.04
H 0.80 3.67 2.89
H 2.38 3.21 3.59
H 3.14 1.94 -0.15
H 3.44 3.23 1.07
H 2.00 3.31 0.00
H -3.82 0.00 3.38
H -2.90 -1.21 2.42
H -3.68 0.17 1.60
H -1.73 0.43 5.14
H -0.04 0.54 4.62
H -0.99 -0.95 4.30
H -2.68 2.47 4.13
H -2.76 2.95 2.42
H -1.24 3.15 3.35
H -1.30 3.10 -2.58
H -0.93 1.35 -2.65
H 0.34 2.51 -2.18
H -1.86 4.49 -0.30
H -0.10 4.30 -0.08
H -1.22 3.99 1.29
H -3.45 2.43 -1.32
H -3.58 2.07 0.43
H -3.20 0.77 -0.73
C 0.49 -1.13 -2.22
C -0.89 -1.41 -2.32
C -1.35 -2.30 -3.29
C -0.46 -2.91 -4.18
C 0.90 -2.58 -4.14
C 1.37 -1.68 -3.19
S 1.20 -0.12 -1.02
H -1.50 -0.10 0.26
H -1.58 -0.91 -1.64
H -2.41 -2.52 -3.34
H -0.82 -3.62 -4.91
H 1.59 -3.02 -4.84
H 2.42 -1.38 -3.17
C 1.22 -3.74 1.76
C 1.00 -2.34 2.24
N 1.24 -2.15 3.55
O 0.65 -1.42 1.46
H 0.60 -4.43 2.35
H 2.28 -4.00 1.86
H 0.94 -3.81 0.71
H 1.18 -1.24 3.99
H 1.60 -2.91 4.11
*
```

Atom charges from the Löwdin analysis, given in e for atoms 1 to 6: 0.70 0.68 0.68 0.64 0.13 0.21



4.
Molecular formula: C19H42N7O5S
Method: DFT, ωB97M-V with the def2-TZVPD basis set

Values from the calculation:
HOMO, eV: -10.7530
Kohn-Sham gap, eV: 6.87
Total energy, Eh: -1906.412394

```
! wB97M-V def2-TZVPD RIJCOSX def2/J DEFGRID3
* xyz 1 1
C -5.69 -0.92 4.51
N -4.70 -2.01 4.19
C -4.38 -2.09 2.70
C -3.79 -0.66 2.09
C -3.33 -0.76 0.51
N -2.66 0.53 0.02
C -2.53 1.59 1.10
C -2.05 1.00 2.56
N -0.51 0.92 2.59
C -0.13 -0.30 2.08
S 0.62 -1.64 1.31
O -2.62 -0.32 2.91
H -6.27 -1.04 5.52
H -6.41 -0.83 3.56
H -5.12 0.13 4.58
H -3.80 -1.82 4.68
H -5.28 -2.52 2.05
H -3.48 -2.86 2.59
H -4.67 0.12 2.13
H -2.61 -1.69 0.31
H -4.26 -0.93 -0.23
H -1.70 0.34 -0.34
H -3.25 0.97 -0.75
H -1.83 2.49 0.84
H -3.63 2.03 1.27
H -2.34 1.73 3.45
C 1.97 2.65 -0.26
O 1.36 3.35 -1.06
N 3.16 2.00 -0.52
C 3.82 1.19 0.48
C 3.77 2.14 -1.82
H 1.59 2.47 0.76
H 4.82 1.60 0.67
H 3.92 0.17 0.10
H 3.25 1.17 1.41
H 3.97 3.20 -2.01
H 3.08 1.77 -2.58
H 4.71 1.58 -1.87
C 7.41 3.62 -1.04
O 6.37 3.01 -0.84
N 7.54 5.00 -1.07
C 8.81 5.65 -1.31
C 6.36 5.82 -0.85
H 8.36 3.10 -1.22
H 9.05 6.28 -0.45
H 8.72 6.27 -2.21
H 9.60 4.91 -1.46
H 5.94 5.59 0.13
H 5.61 5.58 -1.61
H 6.62 6.88 -0.90
C -3.83 -5.17 0.89
O -4.52 -4.38 0.25
N -4.32 -6.17 1.70
C -3.44 -7.06 2.43
C -5.75 -6.34 1.82
H -2.73 -5.12 0.87
H -3.64 -8.09 2.11
H -3.65 -6.97 3.50
H -2.39 -6.82 2.24
H -6.17 -6.54 0.83
H -6.19 -5.42 2.21
H -5.99 -7.18 2.49
C 1.60 0.46 -5.98
O 2.54 1.24 -5.86
N 0.84 -0.05 -4.95
C -0.25 -0.97 -5.19
C 1.15 0.34 -3.59
H 1.28 0.10 -6.98
H -1.17 -0.52 -4.80
H -0.05 -1.91 -4.66
H -0.37 -1.18 -6.25
H 1.06 1.43 -3.51
H 2.18 0.05 -3.36
H 0.47 -0.15 -2.89
*
```

Atom charges from the Löwdin analysis, given in e for atoms 1 to 6: -0.15 -0.14 -0.16 -0.25 -0.05 0.03



5.
Molecular formula: C19H42NO10P3
Method: DFT, ωB97M-V with the def2-TZVPD basis set

Values from the calculation:
HOMO, eV: -7.3759
Kohn-Sham gap, eV: 5.48
Total energy, Eh: -2580.034129
SMILES string: C#COC(=O)NP(CC)CC.CCOP(=O)(OCC)OCC.CCOP(=O)(OCC)OCC

```
! wB97M-V def2-TZVPD RIJCOSX def2/J DEFGRID3
* xyz 0 1
C 4.68 -0.58 6.22
C 5.20 0.57 6.61
O 5.70 1.85 7.07
C 4.78 2.92 6.76
O 5.15 3.72 5.82
N 3.48 3.16 7.44
P 2.26 2.35 6.41
C 1.93 3.28 4.79
C 1.61 2.13 3.66
C 0.68 1.91 7.36
C 0.54 0.28 7.44
H 4.58 -1.71 5.99
H 3.48 2.75 8.40
H 1.05 4.05 4.87
H 2.85 3.93 4.50
H 0.51 2.21 3.36
H 1.77 1.07 4.12
H 2.35 2.24 2.78
H -0.23 2.27 6.71
H 0.58 2.42 8.38
H 0.24 -0.15 6.40
H -0.32 0.00 8.18
H 1.50 -0.24 7.81
C 5.70 -1.25 0.07
C 4.72 -0.14 0.36
O 3.87 0.10 -0.75
P 2.63 -0.96 -1.03
O 1.71 -0.37 0.05
O 1.94 -0.12 -2.29
C 0.55 0.20 -2.26
C 0.34 1.62 -1.79
O 3.65 -1.63 -2.24
C 3.26 -2.91 -2.74
C 2.03 -2.82 -3.62
H 5.19 -2.21 -0.04
H 6.44 -1.35 0.87
H 6.23 -1.07 -0.87
H 4.12 -0.37 1.25
H 5.27 0.79 0.56
H 0.00 -0.52 -1.64
H 0.17 0.09 -3.28
H 0.85 1.82 -0.85
H -0.72 1.84 -1.66
H 0.75 2.33 -2.52
H 3.09 -3.59 -1.90
H 4.10 -3.30 -3.32
H 1.14 -2.60 -3.03
H 1.85 -3.77 -4.13
H 2.13 -2.03 -4.37
C -5.14 2.67 -3.35
C -3.88 1.89 -3.05
O -4.16 0.52 -2.84
P -4.45 -0.43 -4.17
O -2.97 -0.59 -4.55
O -4.56 -1.88 -3.36
C -3.78 -2.99 -3.78
C -2.54 -3.12 -2.92
O -6.12 -0.25 -3.78
C -7.03 -0.63 -4.81
C -7.09 -2.13 -5.01
H -5.56 2.37 -4.32
H -4.94 3.74 -3.38
H -5.91 2.47 -2.60
H -3.14 2.01 -3.85
H -3.43 2.27 -2.12
H -3.53 -2.91 -4.85
H -4.40 -3.88 -3.67
H -1.97 -2.19 -2.87
H -1.88 -3.91 -3.31
H -2.81 -3.37 -1.90
H -6.76 -0.13 -5.75
H -8.02 -0.26 -4.52
H -6.17 -2.50 -5.46
H -7.92 -2.41 -5.66
H -7.21 -2.65 -4.05
*
```

Atom charges from the Löwdin analysis, given in e for atoms 1 to 6: 0.08 -0.14 -0.02 -0.45 0.05 -0.15



6.
Molecular formula: C19H42NO2P3RhSe
Method: DFT, ωB97M-V with the def2-TZVPD basis set

Values from the calculation:
HOMO (spin up / spin down), eV: -16.8191 / -17.1746
Kohn-Sham gap (spin up / spin down), eV: 5.93 / 5.01
<S²>: 6.0566
Total energy, Eh: -4489.345425
ΔE to the lowest compared entry with this formula, charge and spin, kcal per mole: 21.2

```
! wB97M-V def2-TZVPD RIJCOSX def2/J DEFGRID3
* xyz 3 5
Rh -0.36 0.05 -0.61
P -2.61 -0.04 0.02
P 0.23 -2.22 0.21
P 0.05 2.32 0.17
H 3.33 -0.72 -0.39
C 3.13 0.27 0.11
C 2.07 0.15 1.21
H 2.03 -0.78 1.77
C -3.44 -0.22 -1.58
C -3.24 -1.41 1.04
C -3.35 1.42 0.82
C 1.90 -3.01 0.17
C -0.39 -3.08 1.72
C -0.58 -3.18 -1.13
C 1.69 3.16 0.14
C -0.64 3.27 1.60
C -0.69 3.02 -1.34
H 4.00 0.96 0.19
H 1.76 0.94 1.91
H -4.53 -0.28 -1.47
H -3.05 -1.12 -2.07
H -3.15 0.64 -2.20
H -4.34 -1.44 0.99
H -2.95 -1.25 2.09
H -2.84 -2.37 0.71
H -4.44 1.30 0.88
H -3.12 2.32 0.23
H -2.94 1.54 1.83
H 1.77 -4.04 -0.19
H 2.34 -3.06 1.18
H 2.59 -2.51 -0.51
H -0.83 -4.05 1.45
H -1.13 -2.47 2.25
H 0.45 -3.26 2.42
H -0.14 -4.18 -1.18
H -0.40 -2.64 -2.07
H -1.66 -3.24 -0.94
H 1.49 4.23 -0.02
H 2.33 2.79 -0.68
H 2.23 3.06 1.09
H -0.22 4.28 1.61
H -0.39 2.77 2.55
H -1.73 3.34 1.54
H -0.27 4.01 -1.54
H -1.78 3.08 -1.23
H -0.46 2.34 -2.18
C 1.01 0.03 -4.26
C 2.32 -0.20 -3.79
C 3.42 -0.06 -4.64
C 3.26 0.25 -5.99
C 1.97 0.49 -6.48
C 0.84 0.36 -5.64
Se -0.44 -0.17 -2.94
H 2.46 0.80 -0.56
H 2.45 -0.47 -2.74
H 4.42 -0.19 -4.22
H 4.13 0.31 -6.65
H 1.85 0.78 -7.53
H -0.17 0.54 -6.04
N -0.03 -1.15 5.61
C -0.74 0.17 5.54
C -0.99 0.33 4.04
O -1.81 1.18 3.68
O -0.30 -0.47 3.32
H -0.70 -1.89 5.85
H 0.71 -1.15 6.31
H 0.31 -1.24 4.60
H -1.66 0.16 6.11
H -0.05 0.96 5.88
*
```

Atom charges from the Löwdin analysis, given in e for atoms 1 to 6: 0.23 0.77 0.82 0.81 0.07 -0.12